# 1
12
Properties=species:S:1:pos:R:3:lowdin_charge:R:1 method="wB97M-V/def2-TZVPD" homo_ev="-8.9 / -8.4" lumo_energy_ev="-0.28 / -0.35" fmax_ev_per_a=2.99 energy_ha=-360.4629
N -1.526 -0.543 0.844 0.110
C -0.585 0.038 0.001 -0.389
C 0.305 -0.818 -0.967 -0.060
C 1.394 -0.331 -0.177 -0.106
O 1.481 1.066 -0.221 0.056
C 0.211 1.266 0.323 -0.434
O -0.126 2.200 0.992 0.153
H -1.645 0.310 -0.407 0.209
H -1.466 -0.019 1.728 0.067
H 0.037 -1.866 -0.867 0.127
H 0.241 -0.428 -1.982 0.126
H 1.828 -0.811 0.698 0.141


# 2
12
Properties=species:S:1:pos:R:3:lowdin_charge:R:1 method="wB97M-V/def2-TZVPD" homo_ev=-7.3 lumo_energy_ev=0.23 fmax_ev_per_a=2.61 energy_ha=-360.5414
N 1.704 0.188 1.218 0.212
C 0.657 -0.040 0.419 -0.330
C -0.483 0.830 0.066 -0.001
C -1.245 -0.046 -0.927 -0.526
O -2.438 0.325 -1.055 -0.074
C -0.474 -1.152 -1.172 -0.017
O 0.694 -1.098 -0.307 0.067
H 2.402 -0.537 1.325 0.133
H 1.641 0.893 1.932 0.125
H -0.153 1.816 -0.266 0.140
H -1.570 0.943 0.409 0.173
H -0.653 -2.129 -1.581 0.099


# 3
12
Properties=species:S:1:pos:R:3:lowdin_charge:R:1 method="wB97M-V/def2-TZVPD" homo_ev=-8.5 lumo_energy_ev=0.89 fmax_ev_per_a=4.24 smiles="COC(=O)N1C=C1" energy_ha=-360.4852
C 0.653 -1.132 2.057 -0.031
C 1.563 -0.703 1.223 -0.042
C -0.565 -0.495 -0.075 -0.442
C -0.640 1.195 -1.680 -0.056
N 0.477 -1.541 0.662 0.047
O -1.779 -0.646 0.051 0.077
O 0.070 0.482 -0.697 -0.055
H 0.201 -1.148 2.979 0.079
H 2.483 -0.150 1.196 0.102
H -1.620 0.632 -1.747 0.105
H -0.087 1.315 -2.714 0.130
H -0.754 2.191 -1.256 0.087


# 4
12
Properties=species:S:1:pos:R:3:lowdin_charge:R:1 method="wB97M-V/def2-TZVPD" homo_ev=-9.7 lumo_energy_ev=0.98 fmax_ev_per_a=0.54 smiles=COc1ccon1 energy_ha=-360.5825
C -0.790 0.721 -2.001 -0.060
O -0.922 -0.164 -0.899 -0.057
C -0.011 -0.214 0.077 -0.400
N 1.018 0.579 0.258 0.140
O 1.523 0.212 1.525 -0.045
C 0.775 -0.787 2.018 -0.116
C -0.172 -1.155 1.135 0.017
H -0.661 1.765 -1.699 0.093
H 0.044 0.414 -2.636 0.094
H -1.729 0.614 -2.547 0.091
H 0.961 -1.101 3.037 0.129
H -0.877 -1.969 1.153 0.114


# 5
12
Properties=species:S:1:pos:R:3:lowdin_charge:R:1 method="wB97M-V/def2-TZVPD" homo_ev=-9.9 lumo_energy_ev=-0.47 fmax_ev_per_a=0.59 smiles="O=CC(=O)N1CC1" energy_ha=-360.5871
O -0.150 -1.386 -1.810 0.076
C -0.756 -1.586 -0.789 -0.140
C -0.448 -0.977 0.587 -0.408
O -1.115 -1.391 1.510 0.108
N 0.511 0.016 0.752 -0.008
C 0.094 1.409 0.623 -0.086
C 1.091 0.821 -0.306 -0.110
H -1.661 -2.223 -0.737 0.131
H 0.384 2.081 1.425 0.108
H -0.904 1.573 0.219 0.119
H 0.810 0.626 -1.333 0.097
H 2.144 1.036 -0.141 0.112


# 6
12
Properties=species:S:1:pos:R:3:lowdin_charge:R:1 method="wB97M-V/def2-TZVPD" homo_ev="-7.6 / -7.4" lumo_energy_ev="0.56 / 0.30" fmax_ev_per_a=4.22 energy_ha=-360.5124
C -0.523 -1.143 -1.250 -0.135
C -2.460 -0.900 0.293 -0.356
C 0.777 0.132 0.292 -0.209
C 1.630 1.322 0.443 -0.072
N -1.615 -1.346 -0.411 0.164
O -3.320 -0.831 1.030 0.192
O 0.537 -0.394 -0.878 -0.012
H -0.236 -1.947 -1.794 0.079
H -0.084 0.146 0.945 0.099
H 2.528 1.203 -0.206 0.097
H 1.815 1.685 1.454 0.082
H 0.949 2.073 0.082 0.072


# 7
12
Properties=species:S:1:pos:R:3:lowdin_charge:R:1 method="wB97M-V/def2-TZVPD" homo_ev=-9.6 lumo_energy_ev=0.92 fmax_ev_per_a=0.77 energy_ha=-360.6005
N -1.485 -0.420 0.722 0.108
C -0.310 -0.089 0.025 -0.339
C 1.011 -0.833 0.190 0.006
C 0.989 0.623 0.405 -0.161
O 1.057 1.276 -0.883 0.070
C -0.187 0.775 -1.198 -0.423
O -0.872 1.092 -2.115 0.159
H -1.958 -1.260 0.411 0.092
H -2.147 0.343 0.762 0.090
H 1.061 -1.441 1.087 0.121
H 1.512 -1.237 -0.680 0.119
H 1.328 1.171 1.274 0.157


# 8
12
Properties=species:S:1:pos:R:3:lowdin_charge:R:1 method="wB97M-V/def2-TZVPD" homo_ev=-10.7 lumo_energy_ev=0.86 fmax_ev_per_a=1.13 energy_ha=-360.5353
O 1.631 -0.102 0.082 -0.021
C 1.081 0.171 -1.172 -0.283
C -0.089 -0.663 -0.993 -0.152
C 0.523 -1.006 0.362 -0.083
N -2.066 1.262 2.583 0.051
C -1.599 1.472 1.548 -0.079
O -0.194 0.775 -1.033 -0.022
H 1.720 0.487 -1.989 0.166
H -0.718 -1.246 -1.656 0.148
H 0.889 -2.034 0.429 0.131
H -0.038 -0.724 1.257 0.105
H -1.140 1.610 0.582 0.039